[1]
The molecule C4H12N2O2, computed with the ωB97M-V functional and the def2-TZVPD basis.

As for the highest occupied orbital energy: -9.79 eV. The SMILES is C[C@@H](N)[C@](C)(N)OO. As for the charge: 0. The calculation puts the orbital gap at 10.6953 eV.

```
20
Properties=species:S:1:pos:R:3:forces:R:3
C -0.0693 -1.6152 -1.3278 -0.558 -0.003 -0.082
C 1.2401 0.5203 1.4454 0.510 0.211 0.194
C -0.0123 -0.1955 -0.7540 -0.752 0.377 -0.402
N 1.0440 0.5316 -1.4362 -0.565 0.255 0.778
C 0.0778 -0.2428 0.8147 -0.740 0.247 1.080
H 0.9273 1.5094 -1.1627 0.277 -0.150 -0.048
H 0.8272 0.5251 -2.4318 0.056 -0.201 0.151
H 0.1897 -1.2896 1.1202 0.161 0.004 -0.461
H -0.8982 -2.1798 -0.8873 0.139 0.102 0.069
H -0.2593 -1.5944 -2.4073 0.146 0.148 0.165
H 0.8629 -2.1618 -1.1473 -0.148 0.305 0.079
H 2.1574 0.5119 0.8486 -0.280 -0.203 -0.127
H 1.0037 1.5714 1.6384 -0.194 -0.118 -0.145
H 1.5163 0.0786 2.4107 -0.220 0.067 -0.097
N -1.2075 0.2472 1.5318 0.532 -0.331 -0.824
O -1.3428 0.3907 -1.0962 0.507 0.076 -0.240
O -1.3198 1.8359 -0.8782 0.179 -1.266 0.594
H -1.4571 1.8178 0.0941 0.000 0.242 -0.174
H -2.0733 -0.1365 1.1433 0.580 -0.045 -0.372
H -1.2068 -0.1243 2.4814 0.370 0.284 -0.138
```
Positions in Å, forces in eV/Å.

---

[2]
A cluster of 2 separate species, C3H9NS2 in total, computed with the ωB97M-V functional and the def2-TZVPD basis.

As for the highest occupied orbital energy: -8.31 eV. The SMILES is C=CNC.SS. As for the charge: 0. The calculation puts the orbital gap at 8.6280 eV.

```
15
Properties=species:S:1:pos:R:3:forces:R:3
S 1.9002 2.8979 -0.7712 -0.077 0.111 -0.495
S -0.0662 2.2961 -1.1367 0.875 -0.564 0.880
H 2.4851 2.2629 -1.8106 -0.087 0.097 0.199
H 0.0887 1.3290 -0.1704 -0.744 0.497 -0.643
C -0.2942 0.3213 2.0066 -0.493 -1.006 -0.803
C -0.7453 -0.5945 1.0948 1.535 1.105 1.239
N 0.0376 -1.3452 0.2244 -0.261 0.179 -0.236
C -0.4744 -1.5869 -1.1268 -0.892 -0.468 0.113
H 0.7792 0.5357 2.1367 -0.637 -0.010 -0.143
H -1.0260 0.8156 2.6573 0.505 -0.297 -0.248
H -1.7829 -0.8416 1.0731 -0.670 -0.019 -0.218
H 1.0080 -1.0747 0.2114 0.133 0.054 0.159
H 0.0500 -2.4639 -1.5562 -0.319 0.585 0.105
H -1.5683 -1.8458 -1.0349 1.096 0.196 -0.189
H -0.3917 -0.7058 -1.7975 0.036 -0.460 0.279
```
Positions in Å, forces in eV/Å.

---

[3]
The molecule C4H5NO2, computed with the ωB97M-V functional and the def2-TZVPD basis.

As for the highest occupied orbital energy: -9.79 eV. The SMILES is O=C[C@@H]1C=NOC1. As for the charge: 0. The calculation puts the orbital gap at 10.2367 eV.

```
12
Properties=species:S:1:pos:R:3:forces:R:3
C 0.5675 -0.1280 -1.4289 1.763 0.751 -1.485
C 0.4915 -0.1039 0.0451 2.052 1.380 0.336
C -0.2896 1.0630 0.6542 0.226 0.020 -0.493
C -0.3490 -1.2072 0.4284 -1.375 -2.037 1.713
H -0.3305 0.1087 -1.9719 -1.084 0.055 -0.305
H 1.5442 -0.1458 0.4078 -0.676 -0.282 -0.052
H 0.2845 1.7390 1.2557 0.458 0.014 0.607
H -0.6922 1.6771 -0.1250 -0.733 0.333 -0.586
H -0.1387 -2.2802 0.1799 -0.540 1.223 0.359
N -1.3272 -0.8645 1.1901 0.142 -1.659 -0.516
O 1.5810 -0.3279 -2.0639 -0.540 -0.154 0.600
O -1.3414 0.4697 1.4286 0.308 0.356 -0.179
```
Positions in Å, forces in eV/Å.

---

[4]
A structure of composition C36H92CdO19Zn, computed with the ωB97M-V functional and the def2-TZVPD basis.

Its spin multiplicity is 2. As for the highest occupied orbital energy (alpha / beta): -7.44 / -9.55 eV. As for the charge: +1. The calculation puts the orbital gap (alpha / beta) at 2.8782 / 5.0128 eV.

```
149
Properties=species:S:1:pos:R:3:forces:R:3
Zn -20.7187 8.5202 -17.8557 0.203 0.453 -0.053
Cd -21.8580 1.2566 -20.4297 2.138 2.288 0.995
C -21.1800 4.4561 -17.7534 -0.031 4.305 1.207
C -21.2187 5.9012 -17.9276 -1.336 -2.590 -4.480
C -21.5295 6.4996 -19.3769 0.248 -4.452 0.957
O -21.4327 7.7370 -19.4768 -0.155 1.687 -1.236
C -21.8274 5.5562 -20.4470 1.130 3.861 2.476
C -21.6969 4.2463 -20.1796 -0.170 -1.503 1.426
C -21.4154 3.6830 -18.8062 0.357 -1.552 -2.160
O -21.2478 2.3755 -18.5946 -0.494 -1.102 -1.621
O -21.9145 3.4667 -21.1789 0.202 -3.132 -1.371
O -21.0579 6.7536 -17.0642 0.327 1.544 3.236
H -20.9819 4.0720 -16.7636 0.090 -0.176 -0.033
H -21.9051 5.9408 -21.4532 -0.299 -0.126 -0.132
C -19.5383 10.1639 -21.1239 -0.140 -0.139 -1.491
C -20.6129 10.5543 -20.1409 1.799 0.486 0.588
O -20.0420 10.3294 -18.8033 -1.221 -0.020 -0.217
H -19.8136 10.6082 -22.0804 -0.062 -0.081 -0.313
H -19.4088 9.0967 -21.3040 -0.376 -0.145 0.321
H -18.5273 10.5370 -20.9599 -0.128 0.347 0.624
H -21.5497 10.0198 -20.2982 0.246 -0.052 0.469
H -20.7487 11.6354 -20.1711 -0.460 0.013 -0.331
H -19.2770 10.9080 -18.7627 0.199 -0.211 0.233
C -19.3574 10.8372 -14.5193 -0.144 0.407 0.341
C -20.5277 10.4937 -15.4703 0.643 1.204 0.859
O -20.4235 9.1499 -15.9031 0.009 0.316 -0.085
H -19.5893 10.5675 -13.4890 -0.122 -0.158 0.018
H -19.1101 11.8980 -14.4785 -0.428 0.188 -0.169
H -18.3897 10.3827 -14.7320 -0.265 -0.406 -0.515
H -20.6036 11.1854 -16.3093 0.563 -0.525 -0.455
H -21.4915 10.6811 -14.9971 0.005 -0.337 0.458
H -20.5281 8.5716 -15.1440 0.003 -0.364 -0.057
C -18.8184 4.2251 -23.4948 -0.415 0.661 -0.242
C -19.0160 5.7655 -23.4262 -1.090 -1.811 -0.944
O -17.8520 6.3627 -22.9554 0.649 0.891 0.307
H -18.8377 3.7979 -22.4922 0.026 0.013 -0.041
H -17.8850 3.9567 -23.9896 0.127 0.204 0.113
H -19.6065 3.7643 -24.0902 -0.199 -0.023 0.132
H -19.9104 6.0058 -22.8515 0.256 0.048 0.620
H -19.2509 6.1890 -24.4028 0.030 -0.255 -0.334
H -17.4834 6.7849 -23.7349 0.535 0.189 0.397
C -17.3310 0.0637 -17.4389 -0.710 0.025 -0.243
C -18.2094 0.0370 -18.6858 0.861 0.143 -0.270
O -17.4382 0.6603 -19.7343 -0.267 0.182 0.113
H -17.2266 1.1156 -17.1729 0.408 -0.066 0.035
H -16.3632 -0.4047 -17.6177 -0.058 0.118 0.001
H -17.8243 -0.4163 -16.5937 0.005 -0.154 -0.046
H -19.1136 0.6184 -18.5056 -0.248 -0.020 0.083
H -18.4530 -0.9548 -19.0670 -0.188 -0.301 0.510
H -18.0666 0.9048 -20.4177 0.192 0.124 -0.187
C -23.8397 4.0550 -15.8236 0.814 0.343 1.142
C -25.2739 3.9607 -15.3665 0.663 -1.852 0.410
O -26.0201 3.5390 -16.4677 -0.934 0.350 -0.537
H -23.1622 4.1733 -14.9779 0.041 0.531 0.293
H -23.6904 4.9009 -16.4945 0.111 -0.190 -0.189
H -23.4505 3.1207 -16.2283 -0.481 -0.028 -0.557
H -25.6446 4.8414 -14.8422 -0.083 0.304 -0.244
H -25.3974 3.1056 -14.7019 0.263 0.215 0.631
H -25.8168 4.2051 -17.1284 -0.405 0.117 -0.818
C -24.8686 9.5824 -20.0827 -0.303 0.714 -1.123
C -24.6418 11.0979 -20.2788 -0.709 -1.445 -0.243
O -23.7824 11.4988 -19.2648 0.968 0.721 1.165
H -23.9344 9.0607 -20.2906 -0.071 -0.211 0.098
H -25.6218 9.3162 -20.8244 0.122 -0.382 -0.174
H -25.2874 9.2534 -19.1317 0.174 0.466 0.275
H -25.5870 11.6391 -20.2391 -0.095 0.091 0.006
H -24.1584 11.2866 -21.2373 -0.229 -0.205 -0.294
H -23.3891 12.3416 -19.5029 0.074 0.116 0.197
C -24.2663 10.2464 -16.1792 0.389 -1.360 0.202
C -23.4733 8.9899 -16.6909 -1.327 1.442 0.261
O -22.5794 9.4822 -17.6870 -0.013 -0.396 0.918
H -24.6366 10.8210 -17.0282 0.125 0.045 0.041
H -23.6088 10.8535 -15.5570 -0.173 0.161 -0.095
H -25.1339 9.9349 -15.5976 0.047 0.027 0.154
H -24.1856 8.3062 -17.1527 0.066 -0.312 -0.012
H -22.9410 8.4618 -15.8998 0.105 0.134 -0.202
H -23.1328 10.0814 -18.1933 0.341 0.631 -0.837
C -17.6698 4.2117 -19.4937 0.003 -0.999 0.891
C -16.8159 5.4269 -19.6759 -1.674 0.236 -0.682
O -17.6543 6.5163 -20.1647 0.674 0.118 1.093
H -18.2462 3.9181 -20.3711 0.174 0.022 -0.043
H -18.3487 4.2835 -18.6440 -0.373 0.507 -0.150
H -17.0213 3.4030 -19.1568 0.129 -0.402 -0.469
H -16.0666 5.2133 -20.4382 0.468 0.264 0.425
H -16.4631 5.6832 -18.6769 0.604 0.385 -0.394
H -17.7124 6.4495 -21.1206 0.002 0.093 -0.481
C -25.2227 0.7657 -18.2948 0.127 -0.544 -0.513
C -24.6502 1.9797 -19.0290 -1.844 -0.279 1.450
O -23.8508 1.5330 -20.1311 -1.287 -0.202 -0.323
H -24.3931 0.0704 -18.1664 0.107 -0.074 0.389
H -25.9544 0.2111 -18.8823 -0.115 0.164 -0.314
H -25.7073 0.9445 -17.3350 0.284 0.518 -0.106
H -24.1130 2.5740 -18.2898 0.701 -0.002 -0.657
H -25.4402 2.6100 -19.4372 0.042 0.065 -0.020
H -24.4011 1.2576 -20.8679 -0.515 0.148 0.062
C -23.4083 0.1749 -15.0553 -0.762 0.126 -0.006
C -22.1090 0.2624 -15.8246 -0.004 -0.895 0.910
O -21.9478 -0.8864 -16.6505 -0.016 0.239 -1.098
H -23.5155 0.9425 -14.2888 0.117 0.171 -0.068
H -23.5585 -0.7781 -14.5479 0.451 -0.174 0.104
H -24.2692 0.2384 -15.7208 0.043 0.240 -0.096
H -21.2794 0.2425 -15.1180 0.177 0.458 0.126
H -22.0486 1.1611 -16.4384 0.070 -0.178 -0.188
H -22.0633 -1.6902 -16.1385 -0.029 0.099 0.224
C -17.8712 6.6708 -16.2186 0.468 -0.086 -0.631
C -17.7443 7.8978 -17.1402 0.492 -0.257 1.938
O -18.7601 7.9109 -18.0754 -0.535 0.341 -0.717
H -17.0434 6.6035 -15.5126 -0.079 0.171 0.148
H -17.8539 5.7491 -16.8002 -0.006 -0.058 -0.142
H -18.8350 6.6745 -15.7094 0.082 0.170 0.077
H -16.8161 7.9927 -17.7037 0.372 -0.235 0.471
H -17.8657 8.7655 -16.4918 0.236 0.295 -0.119
H -18.3404 7.6069 -18.8835 -0.401 -0.552 -1.217
C -26.2722 5.8714 -20.6203 -0.381 -0.933 -1.502
C -25.1701 5.7484 -19.6106 -0.309 0.423 -1.043
O -25.7295 5.5096 -18.3693 -0.222 -0.063 1.947
H -25.8304 5.7382 -21.6078 -0.008 0.644 -0.319
H -26.9365 6.7346 -20.5804 0.541 0.458 0.134
H -26.9844 5.0465 -20.6068 0.138 -0.403 0.547
H -24.5956 6.6747 -19.6053 0.438 -0.059 0.016
H -24.5108 4.9096 -19.8336 0.064 0.141 -0.066
H -26.1967 6.3031 -18.0978 -0.203 -0.030 0.160
C -22.2229 7.8811 -24.1103 -0.041 0.018 0.676
C -22.8496 8.8808 -23.0867 1.648 -1.773 -0.919
O -23.0886 10.0648 -23.7727 -1.132 1.213 0.064
H -22.8109 7.8266 -25.0265 -0.154 0.073 0.122
H -22.0950 6.8681 -23.7288 -0.221 0.009 0.189
H -21.2209 8.2162 -24.3782 0.103 0.218 -0.084
H -22.1211 9.0531 -22.2944 0.056 -0.148 0.344
H -23.7319 8.4366 -22.6259 -0.311 0.495 -0.311
H -22.2673 10.3913 -24.1474 0.070 -0.105 -0.015
C -22.8120 2.8812 -25.1200 0.434 0.997 0.076
C -22.7614 4.3880 -24.6863 -0.638 -2.333 0.508
O -23.5786 4.5619 -23.5220 0.045 0.579 -0.732
H -22.4718 2.2279 -24.3164 -0.022 0.111 0.264
H -22.0784 2.7641 -25.9176 -0.222 -0.232 -0.339
H -23.8083 2.5565 -25.4201 0.084 0.152 -0.137
H -23.1429 4.9908 -25.5104 0.141 0.266 0.287
H -21.7151 4.5733 -24.4433 0.033 0.564 -0.191
H -23.0470 4.2835 -22.7726 0.226 -0.229 0.517
C -19.5064 3.4308 -14.1987 0.827 0.705 0.187
C -18.6578 2.3251 -14.7147 0.247 -2.094 1.688
O -17.4067 2.1462 -13.9636 -0.077 0.841 -1.544
H -19.4720 3.3740 -13.1108 -0.329 0.154 0.074
H -20.5340 3.3469 -14.5527 0.068 0.238 -0.064
H -18.9956 4.3438 -14.5045 -0.584 0.473 0.101
H -18.4846 2.3744 -15.7897 0.487 0.043 0.244
H -19.1988 1.4086 -14.4789 -0.234 -0.351 -0.646
H -17.5621 1.9937 -13.0287 -0.472 0.025 -0.067
```
Positions in Å, forces in eV/Å.

---

[5]
The ion C2H6N3S with charge +1, computed with the ωB97M-V functional and the def2-TZVPD basis.

As for the highest occupied orbital energy (alpha / beta): -14.51 / -14.46 eV. The SMILES is [H]/N=C(/C[S-])[NH+]=[NH2+]. As for the charge: +1. The calculation puts the orbital gap (alpha / beta) at 6.6480 / 6.6068 eV.

```
12
Properties=species:S:1:pos:R:3:forces:R:3
C 0.6053 -0.5128 0.0254 1.400 -1.453 0.169
C -0.8582 -1.1664 0.2243 0.259 3.248 -0.311
N 1.5434 -1.3569 -0.1099 -2.974 1.449 -0.176
N 0.7060 0.9474 0.0213 -0.919 -0.381 0.082
N -0.4278 1.6968 0.1224 -0.466 -2.667 -0.331
S -2.2760 -0.1349 -0.2202 2.393 0.205 0.547
H -0.6653 -1.8744 -0.4828 -0.267 -2.180 -2.109
H -0.7766 -1.6150 1.1660 -0.629 -0.290 1.722
H 2.4946 -1.1449 -0.3129 0.858 0.654 0.375
H 1.2638 1.2332 -0.7653 0.243 0.347 -0.329
H -1.0489 1.5119 0.9047 0.417 0.784 0.244
H -0.5603 2.4160 -0.5730 -0.313 0.284 0.116
```
Positions in Å, forces in eV/Å.

---

[6]
The molecule C3H3Br2P, computed with the ωB97M-V functional and the def2-TZVPD basis.

As for the highest occupied orbital energy: -9.76 eV. The SMILES is C#CCP(Br)Br. As for the charge: 0. The calculation puts the orbital gap at 9.9465 eV.

```
9
Properties=species:S:1:pos:R:3:forces:R:3
C 1.2684 -1.7492 0.0770 2.034 -2.463 -0.412
C 0.3412 -1.1227 0.4301 -0.508 1.315 0.890
C -0.6038 -0.0916 0.3946 -1.929 -0.116 -1.969
P 0.0571 0.9915 -1.0613 -0.894 -0.320 0.778
Br -1.8801 2.0671 -1.2279 -0.275 0.373 -0.390
Br 1.1744 2.4842 0.1713 0.121 -0.177 -0.054
H 1.9095 -2.5502 -0.1297 0.744 -0.327 -0.194
H -1.5895 -0.6178 0.1468 0.949 1.396 0.177
H -0.6771 0.5887 1.1991 -0.242 0.319 1.173
```
Positions in Å, forces in eV/Å.

---

| no. | M (g mol⁻¹) | largest force on an atom (eV/A) |
| --- | --- | --- |
| 1 | 120.15 | 1.410 |
| 2 | 123.25 | 2.261 |
| 3 | 99.09 | 2.995 |
| 4 | 1006.91 | 5.345 |
| 5 | 104.16 | 3.313 |
| 6 | 229.84 | 3.221 |